(1)
Entry from OMol25: a cluster of 7 separate species, C23H54Cl2N5O9P in total at a distorted geometry (ωB97M-V/def2-TZVPD).

The geometry in XYZ format:
```
94
Properties=species:S:1:pos:R:3:forces:R:3:lowdin_charge:R:1
C -4.0419 -3.1176 3.2777 -2.03 -0.55 0.33 -0.3507
O -5.2002 -3.0091 2.8913 0.60 0.58 -0.36 -0.0134
N -3.4081 -4.3019 3.3091 1.93 -0.46 0.06 -0.1690
C -2.1490 -4.3493 4.0665 -0.52 -0.72 0.55 -0.0544
C -3.8647 -5.4917 2.5861 -0.30 -0.21 -0.03 -0.0350
H -3.5054 -2.2981 3.7806 0.13 -0.02 -0.28 0.1281
H -1.2467 -4.5113 3.4768 -0.09 0.32 -0.21 0.0804
H -2.1784 -5.1566 4.7982 -0.17 -0.53 -0.22 0.0812
H -2.0861 -3.5081 4.7568 0.19 0.45 -0.64 0.0819
H -3.1138 -6.0009 1.9820 0.56 0.70 -0.11 0.0635
H -4.1763 -6.3111 3.2340 -0.30 0.29 0.57 0.0835
H -4.7058 -5.2425 1.9391 0.09 0.22 0.20 0.0857
C 2.2997 1.3070 1.9512 -0.29 -2.86 -0.12 -0.3234
O 2.1304 0.2168 2.5428 0.71 2.28 -0.77 -0.0173
N 1.8131 2.4843 2.3077 1.14 0.29 -3.91 -0.2194
C 1.6621 3.5819 1.3108 0.72 0.75 1.55 -0.0158
C 1.3537 2.7725 3.5557 -2.76 0.04 1.54 -0.0786
H 2.8415 1.4189 0.9993 0.03 -0.61 -0.13 0.1340
H 2.3316 4.3254 1.7433 0.16 0.61 -0.59 0.0891
H 0.6816 4.0564 1.3504 -0.35 -0.47 0.24 0.0652
H 1.8661 3.4690 0.2460 0.35 -0.93 0.41 0.0778
H 1.4610 1.9179 4.2237 0.78 0.44 0.26 0.1086
H 1.6739 3.7798 3.8223 0.19 -0.24 0.77 0.1008
H 0.2742 2.7864 3.4052 -0.67 0.62 0.77 0.0783
C 4.4293 -1.1191 -2.5716 -1.01 1.95 3.69 -0.3372
O 4.5790 -0.1810 -1.7252 -0.04 -2.25 -2.74 -0.0491
N 4.6040 -1.0902 -3.8728 -0.82 0.99 -2.32 -0.1855
C 4.3636 -2.2434 -4.7242 0.44 -1.28 0.50 -0.0511
C 4.9794 0.1125 -4.5884 1.74 0.95 0.19 -0.0529
H 3.9549 -2.0614 -2.2564 0.44 -0.15 0.21 0.0959
H 3.3435 -2.6241 -4.7749 -0.33 0.62 0.01 0.0887
H 4.9169 -3.0890 -4.3157 0.20 -0.09 -0.04 0.0866
H 4.7447 -2.0993 -5.7351 -0.08 0.31 0.20 0.0886
H 6.0622 0.0265 -4.6787 0.26 0.37 -0.42 0.0937
H 4.5944 0.2931 -5.5921 -0.48 -0.87 0.09 0.0874
H 4.8355 1.0676 -4.0832 -0.37 -0.47 0.67 0.0850
C -1.9174 0.8513 1.7807 -0.77 -0.78 -0.05 -0.3285
O -1.7986 -0.2813 2.2180 0.12 0.07 -0.08 -0.0054
N -2.7871 1.2063 0.7956 0.62 -0.34 0.38 -0.1638
C -3.6854 0.2200 0.1691 -0.39 -0.17 0.48 -0.0437
C -2.7929 2.5903 0.2893 -0.35 -1.34 -0.21 -0.0575
H -1.3476 1.6752 2.2376 0.02 0.25 -0.34 0.1194
H -3.3665 -0.0490 -0.8379 -0.34 0.57 -0.22 0.0729
H -4.7190 0.5357 0.3108 -0.06 0.78 -0.94 0.0904
H -3.8407 -0.7537 0.6336 1.28 0.07 0.81 0.0721
H -1.9379 3.1309 0.6952 -0.27 0.02 0.12 0.0586
H -2.6938 2.5721 -0.7960 -0.03 0.12 0.01 0.0721
H -3.7616 3.0276 0.5314 0.14 0.44 0.06 0.0975
C -0.3208 -8.0555 0.8413 -1.65 0.11 0.65 -0.3588
O -0.8354 -7.0567 1.3114 0.51 0.76 0.09 -0.0062
N 0.7180 -8.1144 0.0157 1.39 -0.10 0.66 -0.1802
C 1.1698 -9.3474 -0.5576 1.24 0.04 -2.00 -0.0758
C 1.5805 -6.9304 -0.2034 -1.29 0.46 0.04 -0.0191
H -0.8395 -8.9944 1.0894 0.55 -0.51 -0.45 0.1378
H 0.6065 -10.2797 -0.5177 -0.57 0.58 0.63 0.0933
H 2.2138 -9.5903 -0.3598 0.06 0.05 0.80 0.0856
H 1.2426 -9.0680 -1.6086 -0.15 -0.60 -0.52 0.0833
H 2.1845 -6.9670 -1.1100 -0.31 -0.48 -0.05 0.0887
H 0.8641 -6.1145 -0.2990 0.29 0.28 -0.09 0.0667
H 2.2461 -6.6640 0.6177 -0.09 -0.46 0.27 0.0951
Cl 1.4110 -2.8777 -1.1540 0.22 0.04 -0.39 0.5443
C 0.4023 -2.1147 0.1084 0.87 -0.73 0.87 -0.6558
C -0.8119 -2.9727 0.3825 -0.02 1.36 -0.01 -0.6304
Cl -1.8648 -2.7668 -1.0458 -0.52 -0.43 0.01 0.5545
H 0.2090 -1.0772 -0.1644 -0.33 -0.31 -0.12 0.0537
H 1.0392 -2.1000 0.9929 -0.04 0.10 0.06 0.0708
H -1.2916 -2.4994 1.2392 -0.35 -0.14 -0.04 0.0494
H -0.6285 -4.0269 0.5902 0.15 0.13 -0.28 0.0622
C -1.8944 5.7128 2.0084 -1.09 -0.45 3.47 -0.1034
C -2.1600 6.0522 0.6262 -0.32 -0.14 -0.72 -0.2833
O -1.0624 5.4036 0.0044 2.31 -0.53 -2.93 -0.2356
P -0.8711 5.0017 -1.5813 -2.86 0.91 -0.29 0.5003
O -2.2163 4.5686 -2.1037 2.59 0.26 0.33 -0.2577
O -0.2976 6.2806 -2.3900 0.44 0.04 1.13 -0.1738
C 0.3543 7.4095 -1.7300 -0.56 0.39 0.69 -0.2744
C 1.0389 8.3326 -2.6799 -0.09 0.02 -1.24 -0.0850
O 0.3734 4.0144 -1.6461 -0.60 1.15 0.29 -0.1795
C 0.3989 2.8337 -2.4579 -0.62 -0.14 0.24 -0.2631
C 0.3595 1.6593 -1.5893 0.34 -2.15 0.39 -0.0832
H -2.1429 4.6864 2.2783 0.41 -0.39 -0.54 0.0697
H -0.8916 5.9190 2.3824 0.00 0.19 -0.35 0.0902
H -2.6028 6.1949 2.6820 0.02 0.66 0.04 0.0880
H -3.1121 5.6451 0.2858 0.05 -0.07 -0.22 0.1227
H -2.1951 7.1351 0.5068 0.40 0.05 -0.52 0.1230
H -0.4324 7.9603 -1.2145 -0.12 -0.01 0.05 0.1097
H 1.1064 7.1926 -0.9714 -0.20 -1.05 0.10 0.1192
H 0.3622 8.6313 -3.4806 0.00 0.05 -0.06 0.0821
H 1.3691 9.2405 -2.1750 -0.04 -0.11 0.19 0.0845
H 1.9097 7.8674 -3.1417 0.02 -0.04 0.02 0.0813
H -0.4756 2.6870 -3.0919 -0.10 1.11 -0.20 0.1216
H 1.2988 2.7683 -3.0694 0.02 0.68 0.06 0.1316
H 1.2780 1.4093 -1.0583 0.21 0.12 -0.20 0.0739
H -0.4386 1.5521 -0.8547 -0.33 0.51 -0.25 0.0726
H 0.1776 0.9236 -2.3728 0.17 -1.01 0.49 0.0946
```
Forces are in eV/Å.

Results
**Orbital gap**: 9.0985 eV
**DFT total energy**: -3121.4301 Eh

---

(2)
Entry from OMol25: a structure of composition C23H54O21Tl at a distorted geometry (ωB97M-V/def2-TZVPD).

The geometry in XYZ format:
```
99
Properties=species:S:1:pos:R:3:forces:R:3:lowdin_charge:R:1
Tl -1.8942 -27.1051 20.4714 -0.07 0.00 0.17 0.9853
C 2.8574 -20.2908 23.6084 -1.89 -4.67 -1.11 0.1608
C 2.6600 -18.9571 23.5765 4.54 4.90 0.33 -0.2929
C 1.2952 -18.3516 23.4163 0.79 5.73 1.35 -0.3071
O 1.0134 -17.1076 23.5470 2.12 -2.06 -0.13 0.1359
C 0.1842 -19.0517 23.1502 -1.17 -5.21 -1.26 0.1849
C 0.3395 -20.5241 22.9128 -2.82 -1.45 -1.53 -0.2040
C 1.7680 -21.2181 23.2328 -2.32 -2.44 -0.29 -0.2380
O 1.7771 -22.4755 23.1402 0.75 4.05 0.38 0.0821
O -0.6427 -21.1762 22.4202 3.79 2.04 1.91 0.0688
O 3.7559 -18.2486 23.6620 -4.13 -1.43 -0.21 0.1046
H 3.8048 -20.8029 23.6902 0.38 0.56 0.36 0.1512
H -0.7637 -18.5616 22.9840 -0.07 -0.03 0.18 0.1549
C -2.5328 -11.9727 20.0802 0.04 1.31 1.15 -0.1888
O -1.4822 -12.8194 19.7170 0.27 -0.51 -0.54 -0.1149
H -3.4020 -12.5409 20.4117 -0.29 0.24 -0.22 0.0778
H -2.1473 -11.3655 20.8992 -0.40 0.05 0.66 0.0723
H -2.7672 -11.1637 19.3884 -0.08 -0.77 -0.81 0.0821
H -1.2573 -13.2162 20.5617 0.46 -0.33 -0.25 0.0715
C -7.6898 -28.0692 23.2302 -0.90 3.03 -1.34 -0.2574
C -7.5506 -26.5510 23.5046 -0.39 0.14 0.59 -0.2373
O -6.9421 -25.7801 22.4639 0.21 -0.87 -0.54 -0.0791
O -6.3954 -28.5345 22.9715 -0.11 -1.29 0.66 -0.0513
H -8.3455 -28.1627 22.3645 0.20 -0.17 -0.54 0.1137
H -8.3021 -28.5328 24.0037 0.74 -0.16 0.60 0.1241
H -6.9260 -26.4377 24.3907 -0.07 -0.04 0.29 0.1115
H -8.5330 -26.1169 23.6901 -0.19 -0.20 0.27 0.1161
H -7.2024 -24.8600 22.5489 -0.14 -0.11 0.15 0.0795
H -6.3841 -29.3460 23.4844 0.77 -0.33 -0.19 0.0876
C -0.5807 -29.1683 26.7107 0.91 0.78 0.49 -0.2433
C -0.3160 -27.7305 27.1830 -1.15 -0.80 -0.20 -0.2303
O -1.2411 -26.9008 26.4536 0.70 0.02 0.44 -0.0740
O -0.1455 -29.3127 25.3642 -0.06 -0.23 -0.13 -0.0720
H -1.6348 -29.4258 26.8133 -0.06 0.17 -0.09 0.1180
H -0.0051 -29.8210 27.3670 -0.01 -0.20 0.05 0.1176
H 0.7326 -27.4516 27.0793 0.04 0.08 -0.55 0.1160
H -0.5122 -27.6834 28.2541 -0.27 0.00 0.16 0.1142
H -1.3512 -26.1011 26.9731 -0.09 0.18 -0.12 0.0778
H 0.4706 -30.0486 25.3449 -0.01 0.02 -0.15 0.0805
C -8.0703 -20.2074 25.8463 1.53 -0.74 0.39 -0.2432
C -6.6419 -20.1126 25.2485 -0.55 -0.11 0.83 -0.2652
O -6.7732 -19.7932 23.8968 0.12 0.35 -1.05 -0.0686
O -8.5802 -18.9317 26.1820 0.00 -0.59 -0.29 -0.0458
H -8.0061 -20.8376 26.7334 -0.03 0.45 0.44 0.1139
H -8.7055 -20.8076 25.1949 -0.18 0.38 -0.48 0.1156
H -6.0187 -21.0031 25.3298 -0.44 -0.61 0.33 0.1092
H -6.0662 -19.3479 25.7700 -0.22 0.34 0.28 0.1153
H -5.8775 -19.7771 23.5518 -0.08 0.19 -0.41 0.0832
H -8.6579 -18.4759 25.3407 -0.15 0.35 -0.06 0.0856
C 8.4750 -22.6669 27.7262 -2.59 -1.41 -0.56 -0.1975
C 7.9454 -24.0276 28.3249 0.73 0.40 0.34 -0.2450
O 8.4484 -25.1856 27.6759 0.25 0.24 -0.09 -0.0737
O 7.6008 -21.6018 28.1811 1.16 -0.19 0.52 -0.0833
H 8.2342 -22.7308 26.6651 0.72 -0.24 -0.36 0.1037
H 9.5531 -22.5923 27.8690 -0.22 0.69 0.32 0.1196
H 6.8569 -24.0718 28.3624 -0.13 0.42 -0.20 0.1101
H 8.2928 -24.1246 29.3535 -0.03 0.10 0.06 0.1159
H 8.1415 -25.1927 26.7663 -0.04 -0.01 -0.12 0.0772
H 7.0604 -21.3288 27.4360 0.16 0.00 0.08 0.0729
C 5.0382 -10.5844 24.6756 0.33 0.91 -0.44 -0.2444
C 4.5845 -10.3459 23.2399 -0.01 1.11 0.84 -0.2903
O 4.5986 -11.5539 22.6005 -0.13 -1.64 -1.38 -0.0458
O 6.4065 -10.9678 24.6290 -0.07 -0.02 0.17 -0.0605
H 4.4450 -11.3825 25.1219 -0.27 -0.04 0.09 0.1135
H 4.9578 -9.6730 25.2680 -0.32 0.12 0.13 0.1153
H 5.2270 -9.6473 22.7039 0.44 -0.18 0.20 0.1251
H 3.5962 -9.8973 23.1394 -0.31 0.20 0.59 0.1152
H 3.8456 -12.0382 22.9470 0.05 -0.36 -0.18 0.0906
H 6.7210 -10.8940 25.5330 0.29 -0.12 -0.02 0.0813
C -2.9392 -18.0605 15.5055 0.70 0.73 -0.51 -0.2176
C -4.1160 -18.2992 16.4306 1.10 1.85 1.13 -0.3232
O -4.9298 -19.2659 15.9848 -2.22 -2.31 -1.89 -0.0357
O -3.3025 -17.4004 14.2714 -1.13 -0.57 0.61 -0.0686
H -2.4337 -19.0066 15.3118 -0.02 -0.16 -0.14 0.1137
H -2.2348 -17.3928 16.0015 0.09 -0.15 0.42 0.1137
H -4.6403 -17.3607 16.6105 -0.09 0.40 -0.27 0.1231
H -3.8390 -18.6529 17.4237 1.29 0.53 0.32 0.1154
H -5.7159 -19.3031 16.5347 -0.05 -0.05 -0.13 0.0992
H -2.5644 -17.0814 13.7469 0.33 -0.25 0.46 0.0799
C 5.5010 -28.7841 22.5834 0.14 0.74 0.05 -0.2126
C 5.3324 -29.2743 21.1480 -0.07 0.32 0.67 -0.2536
O 4.2054 -28.6642 20.5568 -0.21 0.69 -0.63 -0.0774
O 5.8110 -27.3620 22.7468 0.28 -1.31 -0.58 -0.0789
H 6.3390 -29.3634 22.9711 -0.01 0.29 0.44 0.1184
H 4.6059 -28.9329 23.1873 -0.07 -0.58 -0.11 0.1132
H 5.1448 -30.3468 21.0963 0.37 -0.19 0.42 0.1176
H 6.2420 -29.0406 20.5947 0.07 -0.03 -0.05 0.1241
H 4.5387 -28.2503 19.7573 -0.38 0.14 -0.10 0.0834
H 5.0503 -26.8660 22.4354 -0.14 -0.04 -0.10 0.0671
C -5.8731 -12.8844 25.8733 0.76 -1.24 -0.45 -0.2623
C -6.7778 -11.7154 25.9613 0.06 0.68 -0.27 -0.2420
O -6.8440 -11.0589 24.6845 -0.22 0.06 0.55 -0.0639
O -4.5111 -12.5172 26.0995 0.13 0.32 0.24 -0.0684
H -5.9005 -13.3053 24.8683 -0.55 -0.07 -0.07 0.1194
H -6.1635 -13.6740 26.5662 0.02 -0.01 0.27 0.1142
H -6.3674 -11.0596 26.7292 -0.06 0.24 0.06 0.1234
H -7.7777 -11.9952 26.2932 -0.09 -0.05 -0.35 0.1202
H -6.1692 -10.3761 24.6769 0.02 0.04 -0.05 0.0820
H -3.9682 -12.8706 25.3910 -0.07 0.04 0.09 0.0774
```
Forces are in eV/Å.

Results
**Orbital gap**: 4.0403 eV
**DFT total energy**: -2660.5254 Eh
**Net charge**: +1

---

Let's list energy above the lowest of the compared OMol25 structures with the same formula, charge and spin in order: 0.0; 339.2 kJ/mol.